Model 1:
Below is C17H22HgN5Sb as an isolated structure, with properties calculated with wB97M-V/def2-TZVPD.

Geometry as XYZ:
```
46
Properties=species:S:1:pos:R:3
Hg -0.59 0.97 0.40
C -2.16 2.30 -4.70
Sb -1.25 2.05 -2.74
C 0.77 2.67 -3.14
C -1.87 3.87 -1.77
H -1.92 3.29 -5.09
H -3.23 2.20 -4.60
H -1.79 1.54 -5.37
H 0.73 3.56 -3.76
H 1.34 1.90 -3.64
H 1.25 2.91 -2.19
H -1.76 4.69 -2.46
H -1.22 4.02 -0.91
H -2.90 3.80 -1.44
N -0.42 4.04 2.98
C -0.81 4.34 4.23
C -1.15 3.15 4.83
C -0.93 2.18 3.85
N -0.48 2.73 2.74
H -0.08 4.69 2.29
H -0.83 5.34 4.61
H -1.52 2.99 5.82
H -1.06 1.12 3.92
C 4.04 -1.41 0.79
C 3.17 -0.32 0.86
N 1.88 -0.46 1.12
C 1.39 -1.67 1.34
C 2.16 -2.83 1.25
C 3.52 -2.68 0.96
C 1.59 -4.13 1.58
C 0.47 -4.68 1.10
C -0.35 -4.22 -0.01
C -1.51 -4.93 -0.34
C -2.19 -4.52 -1.48
N -1.78 -3.49 -2.21
C -0.69 -2.86 -1.79
N 0.03 -3.17 -0.74
H 5.09 -1.26 0.61
H 3.54 0.69 0.73
H 0.35 -1.73 1.62
H 4.15 -3.55 0.88
H 2.15 -4.67 2.33
H 0.15 -5.63 1.51
H -1.85 -5.76 0.25
H -3.08 -5.02 -1.83
H -0.36 -2.01 -2.38
```

* HOMO energy (spin up / spin down): -11.213 / -11.227 eV
* multiplicity: 2
* gap between HOMO and LUMO (spin up / spin down): 8.6 / 5.3 eV
* lowest unoccupied orbital energy (spin up / spin down): -2.584 / -5.947 eV
* expectation value of S²: 0.7642
* charge: +1

Mulliken atomic charge list, values in e, 8 entries: number 1, Hg, carries 0.5176; number 2, C, carries -1.1721; number 3, Sb, carries 0.6176; number 4, C, carries -1.1938; number 5, C, carries -1.1298; number 6, H, carries 0.3697; number 7, H, carries 0.3744; number 8, H, carries 0.3668

Model 2:
Below is C17H22HgN5Sb as an isolated structure, with properties calculated with wB97M-V/def2-TZVPD.

Geometry as XYZ:
```
46
Properties=species:S:1:pos:R:3
Hg -1.80 -2.00 -0.57
C -2.01 1.61 -4.44
Sb -1.86 -0.12 -3.18
C -2.87 -1.54 -4.41
C 0.18 -0.61 -3.58
H -1.66 1.30 -5.43
H -1.39 2.40 -4.05
H -3.05 1.94 -4.50
H -2.57 -1.38 -5.45
H -3.94 -1.41 -4.32
H -2.60 -2.55 -4.09
H 0.28 -0.92 -4.62
H 0.51 -1.41 -2.92
H 0.79 0.28 -3.41
N -0.39 -2.88 2.70
C -0.75 -3.65 3.75
C -2.11 -3.48 3.91
C -2.47 -2.58 2.89
N -1.42 -2.21 2.17
H 0.53 -2.77 2.32
H -0.04 -4.26 4.29
H -2.74 -3.95 4.64
H -3.45 -2.17 2.68
C -2.11 2.63 1.24
C -2.24 1.45 0.53
N -1.26 0.55 0.45
C -0.11 0.80 1.06
C 0.14 1.97 1.78
C -0.91 2.87 1.89
C 1.39 2.27 2.51
C 2.67 1.92 2.32
C 3.36 1.20 1.24
C 4.70 0.85 1.43
C 5.34 0.17 0.40
N 4.73 -0.11 -0.75
C 3.47 0.30 -0.85
N 2.75 0.92 0.08
H -2.93 3.33 1.30
H -3.16 1.21 0.00
H 0.65 0.04 0.98
H -0.79 3.77 2.48
H 1.22 2.90 3.37
H 3.36 2.26 3.09
H 5.22 1.10 2.34
H 6.37 -0.15 0.49
H 2.97 0.10 -1.79
```

* HOMO energy (spin up / spin down): -11.146 / -11.332 eV
* multiplicity: 2
* gap between HOMO and LUMO (spin up / spin down): 8.4 / 5.6 eV
* lowest unoccupied orbital energy (spin up / spin down): -2.702 / -5.728 eV
* expectation value of S²: 0.7643
* charge: +1

Mulliken atomic charge list, values in e, 8 entries: number 1, Hg, carries 0.3944; number 2, C, carries -1.2405; number 3, Sb, carries 0.7178; number 4, C, carries -1.1849; number 5, C, carries -1.2425; number 6, H, carries 0.3978; number 7, H, carries 0.3718; number 8, H, carries 0.3823

In eV, relative to the most stable structure: model 1 0.256; model 2 0.000.

Model 1:
Below is C5H7N3 in the gas phase, with properties calculated with wB97M-V/def2-TZVPD.

Geometry as XYZ:
```
15
Properties=species:S:1:pos:R:3
C 2.94 -0.90 0.31
N 1.93 -0.36 -0.26
N 1.45 0.71 -0.68
N 0.53 1.52 -0.65
C -0.69 1.37 0.08
C -0.98 0.68 1.31
C -1.39 0.11 0.20
C -2.04 -0.81 -0.76
H 2.93 -1.93 0.33
H 3.88 -0.44 0.59
H -1.16 2.49 0.16
H -0.77 0.41 2.32
H -1.99 -1.79 -0.32
H -3.16 -0.33 -0.82
H -1.49 -0.75 -1.81
```

* HOMO energy: -7.541 eV
* structure (SMILES): C=N/N=N\[C@@H]1C=C1C
* gap between HOMO and LUMO: 8.2 eV
* lowest unoccupied orbital energy: 0.707 eV
* charge: 0

Mulliken atomic charge list, values in e, 8 entries: number 1, C, carries -0.3837; number 2, N, carries -0.0068; number 3, N, carries 0.0925; number 4, N, carries -0.5315; number 5, C, carries -0.1497; number 6, C, carries -0.4336; number 7, C, carries 0.2624; number 8, C, carries -0.8389

Model 2:
Below is C5H7N3 in the gas phase, with properties calculated with wB97M-V/def2-TZVPD.

Geometry as XYZ:
```
15
Properties=species:S:1:pos:R:3
C -2.48 0.49 -0.04
N -2.67 -0.79 -0.01
N -1.39 -1.42 -0.06
C -0.48 -0.51 -0.05
C 0.94 -0.83 -0.16
C 1.97 -0.11 0.67
N 1.82 0.20 -0.76
C -1.05 0.91 -0.08
H -3.36 1.13 -0.01
H 1.14 -1.88 -0.35
H 1.66 0.71 1.31
H 2.89 -0.57 1.05
H 2.54 -0.33 -1.26
H -0.78 1.45 -1.02
H -0.76 1.55 0.78
```

* HOMO energy: -9.591 eV
* structure (SMILES): C1=NN=C([C@@H]2CN2)C1
* gap between HOMO and LUMO: 10.4 eV
* lowest unoccupied orbital energy: 0.795 eV
* charge: 0

Mulliken atomic charge list, values in e, 8 entries: number 1, C, carries -0.2223; number 2, N, carries -0.5067; number 3, N, carries -0.5054; number 4, C, carries 0.0330; number 5, C, carries 0.1827; number 6, C, carries -0.4382; number 7, N, carries -0.5444; number 8, C, carries -0.1571

In eV, relative to the most stable structure: model 1 5.234; model 2 0.000.

Model 1:
Below is C2H4N2O2 in the gas phase, with properties calculated with wB97M-V/def2-TZVPD.

Geometry as XYZ:
```
10
Properties=species:S:1:pos:R:3
C 0.61 0.49 -0.23
N -0.77 0.21 0.03
C -1.60 0.40 -0.92
O -2.98 0.07 -0.89
N -3.87 -0.13 0.06
O -3.67 -0.02 1.24
H 1.01 1.16 0.51
H 1.21 -0.43 -0.24
H 0.57 0.92 -1.26
H -1.36 0.69 -2.00
```

* HOMO energy: -9.857 eV
* structure (SMILES): C/N=C/ON=O
* gap between HOMO and LUMO: 10.0 eV
* lowest unoccupied orbital energy: 0.109 eV
* charge: 0

Mulliken atomic charge list, values in e, 8 entries: number 1, C, carries -0.5582; number 2, N, carries -0.3114; number 3, C, carries 0.1432; number 4, O, carries -0.1563; number 5, N, carries 0.3026; number 6, O, carries -0.3523; number 7, H, carries 0.2144; number 8, H, carries 0.2189

Model 2:
Below is C2H4N2O2 in the gas phase, with properties calculated with wB97M-V/def2-TZVPD.

Geometry as XYZ:
```
10
Properties=species:S:1:pos:R:3
C 1.89 0.16 0.26
N 0.63 -0.15 -0.42
N -0.34 0.53 0.05
C -1.46 -0.19 -0.21
O -1.46 -1.32 -0.72
O -2.62 0.44 0.04
H 2.65 -0.56 -0.05
H 1.78 0.13 1.35
H 2.22 1.16 -0.04
H -3.29 -0.19 -0.25
```

* HOMO energy: -10.144 eV
* structure (SMILES): C/N=N/C(=O)O
* gap between HOMO and LUMO: 9.1 eV
* lowest unoccupied orbital energy: -1.048 eV
* charge: 0

Mulliken atomic charge list, values in e, 8 entries: number 1, C, carries -0.5712; number 2, N, carries 0.0132; number 3, N, carries -0.3134; number 4, C, carries 0.6593; number 5, O, carries -0.5206; number 6, O, carries -0.4340; number 7, H, carries 0.2846; number 8, H, carries 0.2903

Model 3:
Below is C2H4N2O2 in the gas phase, with properties calculated with wB97M-V/def2-TZVPD.

Geometry as XYZ:
```
10
Properties=species:S:1:pos:R:3
H 2.45 -1.35 -0.03
N 1.75 -0.55 -0.12
C 0.48 -0.75 0.06
N -0.27 0.41 0.09
O 0.37 1.59 -0.02
C -1.69 0.38 0.02
O -2.22 -0.70 -0.13
H -0.05 -1.68 0.42
H 1.33 1.31 -0.30
H -2.15 1.35 0.01
```

* HOMO energy: -9.194 eV
* structure (SMILES): [H]/N=C/N(O)C=O
* gap between HOMO and LUMO: 9.8 eV
* lowest unoccupied orbital energy: 0.626 eV
* charge: 0

Mulliken atomic charge list, values in e, 8 entries: number 1, H, carries 0.2394; number 2, N, carries -0.6761; number 3, C, carries 0.0949; number 4, N, carries 0.2083; number 5, O, carries -0.5055; number 6, C, carries 0.0521; number 7, O, carries -0.5333; number 8, H, carries 0.3071

Model 4:
Below is C2H4N2O2 in the gas phase, with properties calculated with wB97M-V/def2-TZVPD.

Geometry as XYZ:
```
10
Properties=species:S:1:pos:R:3
C -1.44 1.06 0.08
N -0.56 0.05 -0.43
O -0.99 -1.04 -0.89
C 0.86 0.11 -0.08
N 1.25 -1.09 0.37
O 1.50 1.12 -0.18
H -2.48 0.96 -0.11
H -0.95 1.96 0.39
H 0.59 -1.85 0.28
H 2.21 -1.28 0.57
```

* HOMO energy (spin up / spin down): -9.138 / -9.140 eV
* structure (SMILES): C=[N+]([O-])C(N)=O
* gap between HOMO and LUMO (spin up / spin down): 8.9 / 8.9 eV
* lowest unoccupied orbital energy (spin up / spin down): -0.213 / -0.213 eV
* charge: 0

Mulliken atomic charge list, values in e, 8 entries: number 1, C, carries -0.4955; number 2, N, carries 0.5049; number 3, O, carries -0.6618; number 4, C, carries 0.4357; number 5, N, carries -0.3199; number 6, O, carries -0.5225; number 7, H, carries 0.3083; number 8, H, carries 0.2675

In eV, relative to the most stable structure: model 1 2.394; model 2 0.000; model 3 0.252; model 4 0.351.

Model 1:
Below is C2H4N2O2 in the gas phase, with properties calculated with wB97M-V/def2-TZVPD.

Geometry as XYZ:
```
10
Properties=species:S:1:pos:R:3
N -0.55 1.24 -0.03
N -0.07 -0.03 -0.22
C 1.25 -0.16 0.14
O 1.91 -1.26 -0.02
C -1.06 -1.08 -0.16
O -2.28 -1.06 0.14
H -0.31 1.52 0.95
H -0.43 1.92 -0.85
H 1.80 0.83 0.28
H -0.26 -1.93 -0.23
```

* HOMO energy: -10.231 eV
* structure (SMILES): NN(C=O)C=O
* gap between HOMO and LUMO: 10.2 eV
* lowest unoccupied orbital energy: -0.050 eV
* charge: 0

Mulliken atomic charge list, values in e, 8 entries: number 1, N, carries -0.6033; number 2, N, carries 0.2372; number 3, C, carries 0.1302; number 4, O, carries -0.5487; number 5, C, carries 0.1084; number 6, O, carries -0.4783; number 7, H, carries 0.2577; number 8, H, carries 0.2621

Model 2:
Below is a 2-piece molecular cluster, C2H4N2O2 overall, with properties calculated with wB97M-V/def2-TZVPD.

Geometry as XYZ:
```
10
Properties=species:S:1:pos:R:3
H -0.50 -0.86 -1.06
N -1.49 -0.82 -0.82
C -1.82 0.31 -0.36
O -1.05 1.40 -0.15
H -2.85 0.52 -0.08
H -0.12 1.16 -0.28
N 1.62 0.18 0.15
C 1.56 -0.78 0.92
O 1.38 -1.70 1.61
H 2.49 0.67 -0.01
```

* HOMO energy: -10.325 eV
* structure (SMILES): [H]/N=C\O.N=C=O
* gap between HOMO and LUMO: 10.7 eV
* lowest unoccupied orbital energy: 0.367 eV
* charge: 0

Mulliken atomic charge list, values in e, 8 entries: number 1, H, carries 0.2608; number 2, N, carries -0.6027; number 3, C, carries 0.1551; number 4, O, carries -0.4651; number 5, H, carries 0.3385; number 6, H, carries 0.3124; number 7, N, carries -0.5986; number 8, C, carries 0.7330

In eV, relative to the most stable structure: model 1 2.168; model 2 0.000.

Model 1:
Below is C9H16O in the gas phase, with properties calculated with wB97M-V/def2-TZVPD.

Geometry as XYZ:
```
26
Properties=species:S:1:pos:R:3
C -1.83 1.13 -0.13
C -0.76 1.05 1.06
C -1.91 -0.20 -0.78
C 0.09 -0.16 0.67
C -1.03 -1.12 0.03
C 1.21 0.17 -0.28
C 0.67 -0.80 2.07
C 0.97 1.44 -1.17
C 1.93 -0.95 -0.82
O -0.85 -2.32 -0.53
H -2.71 1.53 0.35
H -1.41 1.89 -0.76
H -0.18 1.98 1.17
H -1.24 0.91 2.03
H -2.95 -0.38 -0.83
H -1.67 -0.18 -1.83
H 1.14 0.07 2.54
H 1.43 -1.54 2.02
H -0.14 -1.18 2.67
H 0.79 2.42 -0.60
H 0.12 1.26 -1.92
H 1.88 1.65 -1.74
H 1.76 -1.17 -1.91
H 1.63 -1.88 -0.36
H 3.04 -0.90 -0.71
H 0.01 -2.70 -0.26
```

* HOMO energy (spin up / spin down): -7.400 / -6.923 eV
* gap between HOMO and LUMO (spin up / spin down): 8.1 / 7.5 eV
* lowest unoccupied orbital energy (spin up / spin down): 0.742 / 0.556 eV
* charge: 0

Mulliken atomic charge list, values in e, 8 entries: number 1, C, carries -0.7466; number 2, C, carries -1.3952; number 3, C, carries -0.6945; number 4, C, carries 1.9670; number 5, C, carries -0.3593; number 6, C, carries 0.4861; number 7, C, carries -1.7947; number 8, C, carries -1.3026

Model 2:
Below is a 3-piece molecular cluster, C9H16O overall, with properties calculated with wB97M-V/def2-TZVPD.

Geometry as XYZ:
```
26
Properties=species:S:1:pos:R:3
C 0.06 -0.79 -0.16
C -0.21 -0.03 0.96
C 1.39 -0.83 -0.84
C -0.96 -1.74 -0.70
C 0.72 0.82 1.74
C 0.27 2.34 -1.23
C -0.76 1.37 -0.78
C 0.54 -2.26 1.93
C -2.06 1.43 -0.98
O 0.37 -3.41 1.61
H -1.21 -0.12 1.36
H 1.03 -2.05 2.94
H 2.10 -0.11 -0.45
H 1.81 -1.84 -0.73
H 1.26 -0.65 -1.91
H -1.05 -1.64 -1.78
H -0.64 -2.75 -0.46
H -1.94 -1.58 -0.24
H 1.70 0.94 1.27
H 0.29 1.81 1.89
H 0.88 0.38 2.73
H 0.99 1.87 -1.91
H 0.85 2.73 -0.39
H -0.17 3.19 -1.75
H -2.75 0.67 -0.62
H -2.52 2.26 -1.52
```

* HOMO energy (spin up / spin down): -6.138 / -6.974 eV
* gap between HOMO and LUMO (spin up / spin down): 6.7 / 7.7 eV
* lowest unoccupied orbital energy (spin up / spin down): 0.599 / 0.755 eV
* charge: 0

Mulliken atomic charge list, values in e, 8 entries: number 1, C, carries 1.5556; number 2, C, carries -0.1570; number 3, C, carries -1.6374; number 4, C, carries -1.6008; number 5, C, carries -1.4604; number 6, C, carries -1.1887; number 7, C, carries 0.6501; number 8, C, carries 0.0819

In eV, relative to the most stable structure: model 1 0.000; model 2 2.154.